## A
{
  "formula": "CHCl4P",
  "method": "wB97M-V/def2-TZVPD",
  "lumo_energy_ev": 0.0,
  "gap_ev": 10.12,
  "smiles": "ClPC(Cl)(Cl)Cl",
  "elements": ["C", "P", "Cl", "Cl", "Cl", "Cl", "H"],
  "coordinates": [[0.350, 0.121, 0.479], [-0.015, -0.437, -1.267], [-0.966, 0.829, 1.516], [1.113, -1.330, 1.307], [1.482, 1.479, 0.395], [-1.327, 1.038, -1.578], [-0.636, -1.700, -0.853]]
}


## B
{
  "formula": "CHCl4P",
  "method": "wB97M-V/def2-TZVPD",
  "lumo_energy_ev": [-1.2, -1.3],
  "gap_ev": [7.64, 7.20],
  "elements": ["C", "P", "Cl", "Cl", "Cl", "Cl", "H"],
  "coordinates": [[-0.923, -0.210, -0.307], [1.233, 1.153, 0.740], [-2.443, 0.588, 0.152], [-0.559, -0.281, -1.970], [-0.700, -1.673, 0.643], [2.541, 0.593, -0.611], [0.851, -0.171, 1.353]]
}


## C
{
  "formula": "CHCl4P",
  "method": "wB97M-V/def2-TZVPD",
  "lumo_energy_ev": [-1.2, -1.2],
  "gap_ev": [7.62, 7.26],
  "elements": ["C", "P", "Cl", "Cl", "Cl", "Cl", "H"],
  "coordinates": [[-0.924, -0.434, -0.317], [1.113, 1.306, 0.474], [-2.223, 0.500, 0.232], [-0.700, -0.405, -2.040], [-0.796, -1.971, 0.498], [2.613, 0.398, -0.437], [0.916, 0.606, 1.589]]
}


## D
{
  "formula": "CHCl4P",
  "method": "wB97M-V/def2-TZVPD",
  "lumo_energy_ev": [-1.3, -1.3],
  "gap_ev": [7.40, 7.39],
  "elements": ["C", "P", "Cl", "Cl", "Cl", "Cl", "H"],
  "coordinates": [[1.907, 0.244, 1.818], [-0.115, -1.270, 0.940], [3.077, -0.785, 2.714], [2.556, 0.912, 0.401], [1.128, 1.368, 2.890], [0.505, -1.769, -0.886], [-0.880, -0.303, 0.474]]
}


Stability ranking, top entry: A; the second entry is 0.0579 hartree less favorable.


## A
{
  "formula": "FH3OSi",
  "method": "wB97M-V/def2-TZVPD",
  "lumo_energy_ev": 0.5,
  "gap_ev": 11.53,
  "smiles": "O[SiH2]F",
  "elements": ["O", "F", "Si", "H", "H", "H"],
  "coordinates": [[0.966, -0.799, -0.080], [-1.620, -0.330, -0.121], [-0.176, 0.336, 0.059], [1.577, -1.280, 0.481], [-0.520, 1.346, 0.988], [-0.227, 0.727, -1.328]]
}


## B
{
  "formula": "FH3OSi",
  "method": "wB97M-V/def2-TZVPD",
  "lumo_energy_ev": -0.5,
  "gap_ev": 8.55,
  "elements": ["O", "F", "Si", "H", "H", "H"],
  "coordinates": [[0.543, 0.068, -2.285], [-0.930, -0.761, 3.647], [-0.914, -0.347, 2.010], [1.111, 0.706, -2.581], [0.195, -0.341, -3.026], [-0.005, 0.674, 2.235]]
}


Stability ranking, top entry: A; the second entry is 0.0972 hartree less favorable.


## A
{
  "formula": "C5H6S",
  "method": "wB97M-V/def2-TZVPD",
  "lumo_energy_ev": [-0.2, 0.1],
  "gap_ev": [7.84, 7.49],
  "elements": ["C", "C", "C", "C", "C", "S", "H", "H", "H", "H", "H", "H"],
  "coordinates": [[-0.524, 1.282, -0.223], [-0.936, 0.095, -0.795], [1.155, -0.849, -0.185], [0.140, 1.038, 0.987], [-0.348, -1.004, 0.044], [-0.532, -0.383, 1.823], [-0.652, 2.363, -0.604], [-1.460, -0.253, -1.580], [1.376, -0.321, -1.113], [1.582, -1.752, 0.133], [0.857, 1.808, 1.530], [-0.658, -2.023, -0.016]]
}


## B
{
  "formula": "C5H6S",
  "method": "wB97M-V/def2-TZVPD",
  "lumo_energy_ev": 1.0,
  "gap_ev": 9.04,
  "smiles": "C1=C[C@H]2C[C@H]2S1",
  "elements": ["C", "C", "C", "C", "C", "H", "H", "H", "H", "H", "H", "S"],
  "coordinates": [[-0.132, 1.231, -0.706], [1.071, 0.514, -0.161], [-0.316, -0.891, 1.526], [-0.710, -1.112, 0.261], [-0.068, -0.297, -0.813], [-0.827, 1.698, -0.008], [0.048, 1.787, -1.597], [2.046, 0.576, -0.665], [-0.808, -1.206, 2.455], [-1.463, -1.828, -0.032], [0.011, -0.644, -1.858], [1.148, 0.171, 1.596]]
}


## C
{
  "formula": "C5H6S",
  "method": "wB97M-V/def2-TZVPD",
  "lumo_energy_ev": 0.6,
  "gap_ev": 9.43,
  "smiles": "SC1=C=C1.C=C",
  "elements": ["C", "C", "C", "C", "C", "S", "H", "H", "H", "H", "H", "H"],
  "coordinates": [[3.476, -1.891, -0.437], [2.117, -1.762, -0.425], [2.979, -0.634, -0.233], [-1.072, 0.104, 0.239], [-0.234, 1.109, 0.414], [3.315, 0.983, 0.207], [4.400, -2.469, -0.459], [-1.067, -0.770, 0.861], [-2.069, 0.249, -0.150], [2.073, 1.473, 0.160], [0.555, 1.351, 1.025], [-0.644, 2.026, -0.066]]
}


## D
{
  "formula": "C5H6S",
  "method": "wB97M-V/def2-TZVPD",
  "lumo_energy_ev": [-2.9, -2.9],
  "gap_ev": [4.44, 4.52],
  "elements": ["C", "C", "C", "C", "C", "S", "H", "H", "H", "H", "H", "H"],
  "coordinates": [[1.865, -1.313, -0.275], [1.137, -2.139, 0.392], [-0.331, -0.088, 0.519], [-1.583, 0.512, 0.015], [0.147, -1.326, -0.198], [-2.712, -0.797, -0.207], [2.593, -0.828, -0.882], [0.552, 0.527, 0.501], [-0.463, -0.345, 1.610], [-2.010, 1.068, 0.802], [-1.602, 1.101, -0.824], [-0.469, -1.501, -1.032]]
}


Stability ranking, top entry: B; the second entry is 0.1340 hartree less favorable.


## A
{
  "formula": "C3H5N3",
  "method": "wB97M-V/def2-TZVPD",
  "lumo_energy_ev": 0.8,
  "gap_ev": 9.79,
  "elements": ["C", "C", "N", "N", "N", "C", "H", "H", "H", "H", "H"],
  "coordinates": [[-1.778, -0.467, 0.014], [-0.411, -0.982, -0.064], [0.543, -1.641, -0.101], [2.588, 0.026, -0.344], [1.688, 0.836, -0.122], [0.615, 1.363, -0.081], [-1.920, 0.179, 0.884], [-2.049, 0.093, -0.884], [-2.426, -1.341, 0.105], [2.855, -0.443, 0.525], [0.295, 2.377, 0.067]]
}


## B
{
  "formula": "C3H5N3",
  "method": "wB97M-V/def2-TZVPD",
  "lumo_energy_ev": 0.9,
  "gap_ev": 10.01,
  "smiles": "[H]/N=C1\\CN=CN1",
  "elements": ["N", "C", "C", "N", "C", "N", "H", "H", "H", "H", "H"],
  "coordinates": [[-1.267, 1.609, 0.021], [-0.466, 0.624, 0.038], [-0.655, -0.891, 0.072], [0.673, -1.482, -0.090], [1.484, -0.499, -0.109], [0.917, 0.757, 0.016], [-2.231, 1.279, 0.020], [-1.073, -1.203, 1.038], [-1.338, -1.235, -0.713], [2.562, -0.601, -0.201], [1.393, 1.641, -0.092]]
}


Stability ranking, top entry: B; the second entry is 0.1298 hartree less favorable.


## A
{
  "formula": "C3H5N3",
  "method": "wB97M-V/def2-TZVPD",
  "lumo_energy_ev": 1.1,
  "gap_ev": 10.52,
  "smiles": "Cn1nccn1",
  "elements": ["C", "N", "N", "C", "C", "N", "H", "H", "H", "H", "H"],
  "coordinates": [[0.945, 1.066, -0.991], [0.198, 0.132, -0.192], [0.722, -0.837, 0.542], [-0.327, -1.425, 1.105], [-1.527, -0.792, 0.635], [-1.096, 0.153, -0.237], [1.830, 1.382, -0.443], [0.293, 1.921, -1.187], [1.213, 0.582, -1.927], [-0.142, -2.289, 1.740], [-2.110, 0.107, 0.955]]
}


## B
{
  "formula": "C3H5N3",
  "method": "wB97M-V/def2-TZVPD",
  "lumo_energy_ev": 0.6,
  "gap_ev": 9.03,
  "elements": ["C", "C", "N", "N", "N", "C", "H", "H", "H", "H", "H"],
  "coordinates": [[1.635, 0.659, 0.470], [0.227, 0.383, 0.158], [-0.900, 0.737, 0.219], [-2.105, 0.944, -0.012], [-1.842, -1.593, -1.045], [-0.697, -1.758, -1.021], [2.153, -0.259, 0.761], [2.113, 1.029, -0.443], [1.748, 1.407, 1.259], [-2.668, 0.482, 0.705], [0.336, -2.030, -1.051]]
}


Stability ranking, top entry: A; the second entry is 0.0264 hartree less favorable.


## A
{
  "formula": "C3H5N3",
  "method": "wB97M-V/def2-TZVPD",
  "lumo_energy_ev": 1.2,
  "gap_ev": 10.51,
  "smiles": "Nn1cccn1",
  "elements": ["C", "C", "C", "H", "H", "H", "H", "H", "N", "N", "N"],
  "coordinates": [[-1.211, 0.080, -0.217], [-0.736, 1.217, -0.776], [0.645, 1.287, -0.566], [1.058, -2.122, 0.352], [0.626, -1.529, 1.870], [-2.240, -0.459, -0.271], [-1.280, 2.054, -1.267], [1.162, 2.177, -0.745], [0.292, -1.867, 0.881], [-0.068, -0.560, 0.275], [0.989, 0.195, 0.188]]
}


## B
{
  "formula": "C3H5N3",
  "method": "wB97M-V/def2-TZVPD",
  "lumo_energy_ev": 0.6,
  "gap_ev": 9.99,
  "smiles": "Cn1cnnc1",
  "elements": ["C", "C", "C", "H", "H", "H", "H", "H", "N", "N", "N"],
  "coordinates": [[-0.610, 0.536, 1.202], [0.300, 0.650, -1.340], [0.549, -1.151, -0.143], [-1.452, -0.271, 1.505], [-1.461, 1.377, 1.237], [0.126, 0.598, 2.038], [-0.253, 1.599, -1.596], [0.591, -2.005, 0.741], [-0.098, -0.036, -0.185], [0.986, -0.108, -2.162], [1.321, -1.190, -1.297]]
}


Stability ranking, top entry: A; the second entry is 0.0212 hartree less favorable.